(1)
{"formula": "C6H8N2O", "method": "wB97M-V/def2-TZVPD", "homo_energy_ev": -8.83, "de_lowest_kj_mol": 654.5, "orbital_gap_ev": 9.08, "charge": 0, "symbols": ["C", "C", "C", "C", "C", "C", "H", "H", "H", "H", "H", "H", "H", "H", "N", "N", "O"], "xyz": [[-0.2399, 1.8573, 0.4356], [-0.3321, 0.3482, 0.0844], [-1.1141, -0.7151, 0.2722], [-0.1839, -1.8332, -0.0614], [1.3211, -1.3448, -0.0294], [-2.4697, -0.1070, -0.1640], [1.3816, 1.5335, -1.1375], [-0.0914, 2.0739, 1.4847], [-1.3280, 2.3014, 0.3038], [-0.3391, -2.8284, 0.4954], [-0.3503, -2.1582, -1.1783], [1.3875, -1.3514, 0.9775], [2.2833, -1.6607, -0.6751], [1.7737, 0.9757, 0.0684], [1.0494, 0.0613, -0.1988], [-3.5185, 0.4243, -0.2927], [0.7705, 2.4232, -0.3847]], "forces_ev_per_a": [[-3.53, 0.00, -2.37], [5.79, 2.98, 2.05], [-1.55, 2.97, -1.67], [-0.55, -5.40, -3.94], [-0.67, 1.07, -1.87], [-1.62, -1.27, 1.25], [-3.73, 3.22, 2.72], [0.74, -0.58, 0.39], [2.14, -0.38, -0.48], [0.32, 1.69, -0.53], [-0.15, 0.41, 1.74], [2.09, -1.12, 3.55], [-2.82, -0.04, 1.49], [-2.40, -3.96, 0.18], [0.82, 3.15, -0.36], [3.20, -1.49, 0.08], [1.94, -1.25, -2.23]], "mulliken_charge": [-0.17, -0.02, 0.20, -0.34, -0.74, 0.02, 0.51, 0.25, 0.30, 0.36, 0.25, 0.36, 0.29, 0.43, -0.50, -0.51, -0.68]}

***

(2)
{"formula": "C43H37FN2OP2RuS3Si", "method": "wB97M-V/def2-TZVPD", "multiplicity": 6, "homo_energy_ev": [-1.67, -4.25], "orbital_gap_ev": [3.55, 5.58], "charge": -1, "symbols": ["Ru", "C", "Si", "C", "C", "C", "C", "C", "C", "P", "C", "C", "C", "C", "C", "C", "C", "C", "C", "C", "C", "C", "C", "C", "C", "C", "C", "C", "P", "C", "C", "C", "C", "C", "C", "C", "C", "C", "C", "C", "C", "H", "H", "H", "H", "H", "H", "H", "H", "H", "H", "H", "H", "H", "H", "H", "H", "H", "H", "H", "H", "H", "H", "H", "H", "H", "H", "H", "H", "H", "H", "H", "S", "C", "C", "N", "C", "S", "C", "N", "C", "S", "C", "O", "H", "H", "H", "H", "H", "H", "F"], "xyz": [[0.2577, -0.2878, 0.8951], [-0.0512, 4.7107, -1.2955], [0.2337, 2.8213, -1.1578], [-1.6357, 2.3787, -1.4973], [-2.2022, 3.1738, -2.5364], [-3.5365, 3.0907, -2.9004], [-4.3678, 2.2521, -2.1760], [-3.7655, 1.3266, -1.2774], [-2.3839, 1.3290, -0.9668], [-1.9178, 0.1467, 0.3246], [-2.9534, -1.2903, -0.0039], [-2.6098, -2.0545, -1.0895], [-3.3745, -3.2014, -1.4094], [-4.4794, -3.5424, -0.6126], [-4.7615, -2.7422, 0.5233], [-4.0489, -1.6086, 0.8353], [-2.5970, 0.8788, 1.8585], [-2.3649, 0.1592, 3.0196], [-2.9709, 0.5326, 4.1990], [-3.8855, 1.5980, 4.1903], [-4.1322, 2.3190, 3.0044], [-3.3737, 2.0533, 1.8495], [0.6800, 1.6735, -2.6034], [0.4427, 2.1243, -3.9157], [0.7931, 1.3762, -5.0471], [1.4888, 0.2423, -4.8844], [1.8858, -0.2239, -3.6018], [1.4044, 0.4399, -2.4632], [1.8671, -0.1876, -0.7623], [2.4833, -1.8409, -1.1787], [3.7294, -2.3827, -0.7798], [3.9115, -3.7658, -0.8062], [2.9514, -4.6268, -1.3143], [1.7372, -4.0777, -1.8016], [1.6260, -2.6857, -1.8911], [3.4031, 0.6579, -0.2669], [3.9756, 0.3535, 0.9653], [5.1521, 0.9749, 1.4455], [5.6698, 2.0379, 0.7012], [5.1315, 2.3426, -0.5254], [4.0687, 1.6187, -1.0637], [-0.1835, 5.0945, -2.3388], [0.8004, 5.2596, -0.8639], [-0.9317, 5.0663, -0.7269], [-1.5695, 3.8951, -3.0350], [-3.8714, 3.6820, -3.7638], [-5.4406, 2.2107, -2.3054], [-4.4712, 0.7028, -0.7312], [-1.7635, -1.7245, -1.6724], [-3.1132, -3.8439, -2.2803], [-5.0995, -4.4130, -0.8127], [-5.5807, -2.9971, 1.1385], [-4.2897, -1.0369, 1.7405], [-1.6956, -0.7030, 3.0624], [-2.7861, -0.0174, 5.1166], [-4.4663, 1.8648, 5.0663], [-4.8764, 3.1157, 2.9565], [-3.4337, 2.7011, 0.9797], [0.0553, 3.1158, -4.1197], [0.4979, 1.7630, -6.0185], [1.7538, -0.3609, -5.7542], [2.5656, -1.0848, -3.5586], [4.6114, -1.7606, -0.5120], [4.8375, -4.1932, -0.4126], [3.1525, -5.6809, -1.4071], [1.0399, -4.7046, -2.2068], [0.7205, -2.3112, -2.3913], [3.5856, -0.4676, 1.5865], [5.5828, 0.6792, 2.3956], [6.4394, 2.7432, 1.1065], [5.4829, 3.1708, -1.0907], [3.7103, 1.8215, -2.0686], [1.1257, -0.1192, 3.1256], [1.6219, 1.5268, 3.0022], [2.6161, 1.8723, 3.9657], [3.3925, 2.3260, 4.6947], [1.2646, 2.5142, 2.0702], [-0.1258, 1.9868, 1.0109], [1.4842, 3.9061, 2.2136], [1.5321, 5.0755, 2.2461], [0.6962, -5.1435, 1.7135], [0.7084, -3.4386, 2.4196], [-0.1315, -3.5606, 4.0442], [-0.2585, -2.6306, 1.5309], [-0.0264, -5.1258, 0.9143], [0.5153, -5.8804, 2.4553], [1.6652, -5.2478, 1.2225], [0.0972, -4.5718, 4.4309], [-1.1961, -3.3276, 3.9026], [0.4259, -2.8584, 4.6752], [1.8491, 3.0158, -0.6991]], "forces_ev_per_a": [[0.29, -1.37, 0.32], [0.22, 0.78, -0.27], [-0.05, 0.57, 0.87], [0.35, 0.10, -0.61], [-0.27, -0.65, 0.77], [0.39, 0.33, -0.40], [0.87, -1.58, 0.79], [-0.96, 1.10, -0.51], [-1.78, 0.82, -0.46], [-0.63, -0.07, 0.38], [-1.05, 0.84, 1.09], [-0.89, -1.19, -0.32], [-0.06, -0.17, -0.18], [0.78, 0.90, 0.50], [0.18, -0.45, -1.12], [0.80, -0.36, -0.50], [-0.53, 0.22, -0.83], [0.01, -0.35, 0.47], [-0.89, 0.88, 0.36], [-0.31, -0.04, -0.72], [0.93, -0.01, -0.12], [-0.60, -0.99, 1.13], [1.09, -0.39, -0.90], [0.46, -0.26, 0.18], [-1.10, 1.77, 0.52], [1.40, -2.44, 0.41], [-0.60, 0.61, -0.59], [0.37, 0.56, -0.10], [1.74, 0.58, -1.62], [1.00, -0.63, -0.65], [-0.05, 0.22, 0.15], [0.46, -0.19, -0.12], [-1.11, 0.87, -0.04], [3.53, 1.59, 0.41], [-1.51, -1.17, 1.09], [1.05, 0.72, -0.48], [0.88, -0.67, 0.94], [-0.82, 0.28, -0.86], [0.59, 0.60, 1.17], [-0.86, -0.66, -0.71], [-0.41, -0.55, 0.59], [0.19, -0.31, 0.73], [-0.13, -0.34, -0.18], [0.20, -0.45, -0.29], [-0.20, -0.07, 0.03], [-0.16, -0.13, 0.58], [0.00, 0.04, -0.15], [0.30, -0.23, -0.13], [0.16, -0.24, -0.28], [-0.17, 0.66, 0.70], [0.21, 0.14, -0.08], [-0.86, -0.39, 0.59], [0.14, -0.12, -0.61], [-0.20, 0.25, -0.42], [0.04, 0.09, -0.09], [0.17, -0.12, 0.09], [0.30, -0.09, 0.29], [-0.12, -0.31, 0.04], [-0.27, -0.09, 0.31], [0.18, -0.19, -0.01], [0.14, 0.16, 0.18], [-0.52, 0.41, 0.13], [-1.14, -0.27, 0.24], [-0.12, 0.24, -0.31], [-0.10, -0.25, 0.27], [-1.83, -1.40, -1.13], [0.39, 0.11, 0.51], [-0.21, 0.55, -0.27], [-0.17, 0.09, -0.06], [-0.56, -1.04, -0.28], [0.46, 0.54, -0.35], [-0.04, 0.18, 0.22], [-0.75, -0.56, -0.70], [2.25, 0.28, 2.06], [-0.96, 0.37, -1.06], [0.54, -0.15, 0.55], [-1.69, 0.52, -1.07], [2.52, 3.04, 0.53], [-0.58, 0.30, -0.20], [0.23, -1.04, -0.03], [0.35, 1.43, -0.37], [-0.66, 0.78, -0.81], [0.89, -0.76, -0.41], [0.72, -1.03, 0.76], [-0.59, -0.07, -0.03], [-0.15, -0.72, 0.56], [0.06, -0.13, 0.30], [-0.53, 0.40, -0.08], [0.41, -0.17, 0.18], [-0.53, 0.14, -0.17], [-0.54, -0.16, -0.31]], "mulliken_spin": [2.86, 0.01, 0.04, 0.01, -0.01, 0.01, 0.00, 0.00, -0.02, 0.28, -0.11, 0.10, 0.01, 0.02, -0.01, 0.02, -0.02, 0.00, -0.02, 0.01, 0.01, -0.01, 0.02, 0.00, 0.01, 0.00, 0.00, -0.01, 0.15, -0.15, 0.06, -0.03, 0.04, -0.03, 0.11, -0.06, 0.04, 0.01, 0.00, 0.00, 0.00, 0.00, 0.00, 0.00, 0.00, 0.00, 0.00, 0.00, -0.04, 0.00, 0.00, 0.00, 0.00, 0.05, 0.00, 0.00, 0.00, -0.01, 0.00, 0.00, 0.00, 0.00, 0.01, 0.00, 0.00, 0.00, -0.01, 0.01, 0.01, 0.00, 0.00, 0.00, 0.42, 0.38, -0.08, 0.18, 0.30, 0.21, -0.02, 0.15, 0.00, 0.00, 0.01, 0.02, 0.00, 0.00, 0.00, 0.00, 0.00, 0.00, 0.04]}

***

> Among the records above, which one has the highest charge?

C6H8N2O

***

> Which value of charge does entry 2 give?

-1

***

> Number 1 is which compound?

C6H8N2O

***

> What is the charge in the second record?

-1